Entry 1:
DFT (the ωB97M-V functional and the def2-TZVPD basis) results for a single CH6NOP molecule.

As for the expectation value of S²: 2.007. For the total energy, the calculation gives -13954.23531 eV. The energy above the lowest of the compared OMol25 structures with the same formula, charge and spin is 331.14 kJ/mol. Its spin multiplicity is 3. The calculation puts the HOMO-LUMO gap (alpha / beta) at 4.854 / 8.373 eV. For the HOMO energy (alpha / beta), the calculation gives -0.1456 / -0.4061 Eh.

The geometry in XYZ format:
```
10
CH6NOP | the Open Molecules 2025 dataset | the ωB97M-V functional and the def2-TZVPD basis
C 1.39 0.80 0.26
N -1.31 -0.75 1.06
O 0.15 0.67 -0.57
P -0.89 -0.50 -0.45
H 1.13 0.56 1.23
H 1.98 -0.03 0.05
H 1.87 1.74 -0.10
H -2.26 -1.31 1.10
H -0.30 -1.40 -1.25
H -1.77 0.23 -1.33
```

Atomic partial charges in e from the Löwdin method, atoms 1 to 8: -0.068, -0.124, -0.453, 0.486, 0.035, 0.044, 0.107, 0.068

***

Entry 2:
DFT (the ωB97M-V functional and the def2-TZVPD basis) results for a molecular structure, C42H30IN3O4PRuS.

As for the expectation value of S²: 0.756. For the total energy, the calculation gives -87506.11880 eV. The energy above the lowest of the compared OMol25 structures with the same formula, charge and spin is 89.05 kJ/mol. Its spin multiplicity is 2. The calculation puts the HOMO-LUMO gap (alpha / beta) at 7.578 / 7.768 eV. For the HOMO energy (alpha / beta), the calculation gives -0.2772 / -0.2894 Eh.

The geometry in XYZ format:
```
83
C42H30IN3O4PRuS | the Open Molecules 2025 dataset | the ωB97M-V functional and the def2-TZVPD basis
Ru 0.08 0.23 -0.32
O -0.40 0.83 1.55
N 0.58 1.34 2.22
N 1.72 1.24 1.67
O 1.94 0.65 0.52
C 2.86 1.84 2.33
C 4.00 2.04 1.58
C 5.10 2.62 2.19
C 5.05 2.99 3.53
C 3.89 2.78 4.26
C 2.78 2.20 3.67
H 4.02 1.74 0.54
H 6.01 2.78 1.62
H 5.92 3.44 4.00
H 3.85 3.06 5.30
H 1.87 2.03 4.23
O -1.74 -3.05 0.79
C -2.02 -2.15 0.02
O -1.25 -1.60 -0.87
C -3.41 -1.57 -0.02
C -4.52 -2.32 0.35
C -5.80 -1.82 0.15
C -5.97 -0.56 -0.42
C -4.87 0.20 -0.75
C -3.58 -0.29 -0.55
P -2.16 0.79 -0.99
C -2.77 2.37 -0.28
C -3.39 2.31 0.97
C -3.79 3.47 1.62
C -3.56 4.71 1.03
C -2.92 4.78 -0.19
C -2.51 3.62 -0.84
C -2.39 0.87 -2.81
C -2.99 1.92 -3.49
C -3.13 1.88 -4.88
C -2.69 0.77 -5.59
C -2.14 -0.30 -4.91
C -2.00 -0.26 -3.53
H -4.35 -3.30 0.77
H -6.66 -2.42 0.42
H -6.97 -0.18 -0.60
H -5.01 1.19 -1.17
H -3.57 1.36 1.44
H -4.27 3.40 2.59
H -3.87 5.61 1.54
H -2.72 5.74 -0.65
H -1.98 3.70 -1.77
H -3.38 2.78 -2.96
H -3.59 2.71 -5.39
H -2.80 0.74 -6.67
H -1.82 -1.19 -5.45
H -1.59 -1.11 -3.00
I 1.38 -0.50 -2.59
C 1.10 1.42 -3.35
C 1.34 1.67 -4.67
C 1.30 3.00 -5.13
C 1.10 4.01 -4.24
C 0.86 3.76 -2.87
C 0.74 4.83 -1.95
C 0.51 4.55 -0.63
C 0.28 3.22 -0.21
C 0.40 2.13 -1.04
C 0.77 2.42 -2.40
H 1.58 0.86 -5.35
H 1.47 3.21 -6.18
H 1.12 5.04 -4.57
H 0.85 5.84 -2.30
H 0.42 5.35 0.09
H -0.05 3.10 0.81
S 2.28 -3.07 2.68
C 1.28 -1.80 2.10
N 0.88 -1.87 0.88
C 1.34 -3.05 0.30
C 1.05 -3.52 -0.98
C 1.62 -4.70 -1.41
C 2.47 -5.44 -0.58
C 2.74 -5.01 0.71
C 2.17 -3.82 1.13
H 1.01 -0.99 2.76
H 0.33 -2.98 -1.59
H 1.39 -5.07 -2.40
H 2.90 -6.36 -0.93
H 3.38 -5.59 1.36
```

Atomic partial charges in e from the Löwdin method, atoms 1 to 8: 0.925, -0.253, 0.005, -0.207, -0.248, -0.164, 0.000, -0.069

***

Entry 3:
DFT (the ωB97M-V functional and the def2-TZVPD basis) results for a single C3H10N2 molecule.

For the total energy, the calculation gives -6251.80638 eV. The energy above the lowest of the compared OMol25 structures with the same formula, charge and spin is 156.49 kJ/mol. The calculation puts the HOMO-LUMO gap at 10.070 eV. For the HOMO energy, the calculation gives -0.3253 Eh.

The geometry in XYZ format:
```
15
C3H10N2 | the Open Molecules 2025 dataset | the ωB97M-V functional and the def2-TZVPD basis
N -1.66 0.22 -0.18
C -0.31 -0.23 0.16
C 0.07 -0.57 1.61
C 0.80 0.57 -0.39
N 1.01 0.26 -1.76
H -2.37 0.08 0.53
H -2.05 -0.15 -1.02
H -0.37 -1.30 -0.04
H 0.79 0.14 2.09
H 0.50 -1.62 1.48
H -0.90 -0.76 2.15
H 0.52 1.70 -0.29
H 1.78 0.43 0.13
H 0.36 0.59 -2.48
H 1.85 0.66 -1.98
```

Atomic partial charges in e from the Löwdin method, atoms 1 to 8: 0.034, -0.504, -0.083, -0.307, -0.004, 0.058, 0.057, 0.115

***

Entry 4:
DFT (the ωB97M-V functional and the def2-TZVPD basis) results for 2 unconnected molecules or ions with the total composition C3H5Cl5.

For the total energy, the calculation gives -65803.93745 eV. The energy above the lowest of the compared OMol25 structures with the same formula, charge and spin is 32.66 kJ/mol. The calculation puts the HOMO-LUMO gap at 11.444 eV. For the HOMO energy, the calculation gives -0.4006 Eh.

The geometry in XYZ format:
```
13
C3H5Cl5 | the Open Molecules 2025 dataset | the ωB97M-V functional and the def2-TZVPD basis
Cl 1.35 -2.35 1.03
C 1.79 -0.71 1.71
C 3.09 -0.16 0.98
Cl 2.84 0.45 -0.69
H 1.98 -0.80 2.78
H 0.92 -0.05 1.67
H 3.80 -0.98 0.90
H 3.66 0.64 1.45
C -3.76 0.74 -1.98
Cl -4.55 0.64 -3.55
Cl -4.66 -0.12 -0.70
Cl -3.69 2.41 -1.54
H -2.78 0.28 -2.06
```

Atomic partial charges in e from the Löwdin method, atoms 1 to 8: 0.496, -0.589, -0.642, 0.505, 0.062, 0.061, 0.049, 0.058

***

Entry 5:
DFT (the ωB97M-V functional and the def2-TZVPD basis) results for a single C4H6N2O molecule.

For the total energy, the calculation gives -9271.62512 eV. The energy above the lowest of the compared OMol25 structures with the same formula, charge and spin is 181.08 kJ/mol. The calculation puts the HOMO-LUMO gap at 8.694 eV. For the HOMO energy, the calculation gives -0.2946 Eh.

The geometry in XYZ format:
```
13
C4H6N2O | the Open Molecules 2025 dataset | the ωB97M-V functional and the def2-TZVPD basis
C 2.21 -0.17 -0.07
C 0.74 0.00 0.00
N 0.16 -0.89 -0.76
C -1.19 -0.74 -0.66
C -1.42 0.29 0.20
O -2.54 0.88 0.67
N -0.20 0.77 0.63
H 2.77 0.73 -0.41
H 1.86 -1.02 -0.84
H 2.68 -0.48 0.88
H -1.85 -1.38 -1.21
H -3.29 0.43 0.25
H -0.07 1.53 1.28
```

Atomic partial charges in e from the Löwdin method, atoms 1 to 8: -0.037, -0.422, 0.031, -0.094, -0.371, 0.074, 0.176, 0.068

***

Entry 6:
DFT (the ωB97M-V functional and the def2-TZVPD basis) results for a molecular structure, C29H25BrCaN8OPS3.

For the total energy, the calculation gives -174728.41526 eV. As for the charge: -1. The energy above the lowest of the compared OMol25 structures with the same formula, charge and spin is 62.35 kJ/mol. The calculation puts the HOMO-LUMO gap at 5.290 eV. For the HOMO energy, the calculation gives -0.1199 Eh.

The geometry in XYZ format:
```
69
C29H25BrCaN8OPS3 | the Open Molecules 2025 dataset | the ωB97M-V functional and the def2-TZVPD basis
Ca 0.36 0.12 -0.22
Br -3.20 6.86 0.22
C -2.11 5.34 -0.13
C -0.81 5.52 -0.62
C -0.02 4.43 -0.87
C -0.47 3.10 -0.65
O 0.31 2.10 -0.87
C -1.80 2.94 -0.16
C -2.46 1.65 0.06
N -1.96 0.50 -0.16
C -2.76 -0.69 -0.04
C -4.14 -0.68 -0.04
C -4.88 -1.87 0.07
C -4.22 -3.07 0.13
C -2.82 -3.12 0.07
C -2.09 -4.37 0.11
C -0.76 -4.37 -0.01
C -0.05 -3.11 -0.21
N -0.70 -1.94 -0.02
C -2.07 -1.94 -0.01
C -2.59 4.08 0.09
H -0.44 6.52 -0.81
H 0.99 4.55 -1.26
H -3.49 1.74 0.43
H -4.67 0.25 -0.15
H -5.96 -1.83 0.07
H -4.77 -4.00 0.20
H -2.65 -5.30 0.20
H -0.19 -5.30 -0.04
H 1.01 -3.09 -0.03
H -3.60 3.94 0.46
C 2.61 -4.21 2.83
N 2.79 -3.11 1.91
C 3.47 -3.19 0.72
C 3.33 -1.99 0.11
N 2.57 -1.16 0.89
C 2.22 -1.86 1.95
P 1.38 -1.15 3.44
C 1.62 0.60 3.04
N 1.30 1.19 1.91
C 1.73 2.48 2.00
C 2.33 2.67 3.22
N 2.26 1.47 3.87
C 2.76 1.20 5.21
C -0.43 -1.20 3.15
N -1.16 -0.11 2.99
C -2.47 -0.54 3.07
C -2.52 -1.88 3.29
N -1.21 -2.29 3.36
C -0.78 -3.66 3.59
H 3.49 -4.85 2.79
H 1.73 -4.80 2.57
H 2.50 -3.83 3.85
H 3.97 -4.10 0.42
H 3.70 -1.67 -0.86
H 1.59 3.18 1.20
H 2.79 3.53 3.67
H 3.16 2.13 5.61
H 3.55 0.46 5.19
H 1.96 0.85 5.86
H -3.29 0.15 2.95
H -3.34 -2.57 3.36
H -1.51 -4.16 4.22
H 0.17 -3.65 4.12
H -0.67 -4.20 2.65
S 2.81 -2.96 -4.11
C 1.66 -2.39 -3.02
S 1.65 -0.72 -2.52
S 0.48 -3.54 -2.40
```

Atomic partial charges in e from the Löwdin method, atoms 1 to 8: 1.156, 0.663, -0.712, -0.138, -0.023, -0.394, -0.276, -0.119